[1]
Molecular formula: C6H9FeO4
Method: DFT, wB97M-V/def2-TZVPD

Values from the calculation:
2S+1 = 6
Charge = 0
⟨S²⟩ = 8.756
HOMO-LUMO gap (alpha / beta) = 7.6 / 8.3 eV
Energy above the lowest of the compared OMol25 structures with the same formula, charge and spin = 46.09 kcal/mol

Last column: Mulliken charge in e.
Atoms and positions in Å:
O (-3.06, -0.86, -0.31)  -0.646
C (-1.99, -0.37, -0.78)  1.152
O (-1.04, -1.14, -1.09)  -0.647
O (-1.81, 0.92, -0.58)  -0.349
C (-1.44, 1.47, 0.69)  -0.380
Fe (-2.33, -2.64, -0.92)  0.192
H (-1.22, 0.52, 1.20)  0.468
H (-2.40, 1.95, 0.90)  0.175
C (-0.63, 3.06, 0.62)  -0.562
C (0.67, 2.63, 1.08)  -0.374
H (-0.69, 3.37, -0.43)  0.324
H (-1.11, 3.78, 1.29)  0.314
H (1.54, 3.03, 0.55)  0.283
C (0.79, 1.39, 1.68)  -0.164
C (2.12, 0.68, 1.63)  -0.649
O (1.95, -0.66, 2.06)  -0.528
H (0.19, 1.12, 2.56)  0.499
H (2.83, 1.21, 2.29)  0.244
H (2.52, 0.72, 0.61)  0.346
H (2.11, -1.25, 1.32)  0.303

---

[2]
Molecular formula: C6H9IO
Method: DFT, wB97M-V/def2-TZVPD

Values from the calculation:
2S+1 = 1
Charge = 0
SMILES = CO[C@H]1C=CC[C@@H]1I
HOMO-LUMO gap = 9.8 eV
Energy above the lowest of the compared OMol25 structures with the same formula, charge and spin = 26.69 kcal/mol

Last column: Mulliken charge in e.
Atoms and positions in Å:
C (1.19, 1.48, 0.87)  -0.664
O (0.57, 1.75, -0.41)  -0.443
C (-0.20, 0.69, -0.90)  0.096
C (0.76, -0.52, -1.17)  -0.626
C (0.54, -1.57, -0.39)  -0.558
C (-0.82, -1.37, 0.36)  -0.553
C (-1.28, 0.08, 0.15)  -0.723
I (-3.31, 0.26, -0.51)  0.048
H (2.11, 1.92, 1.19)  0.315
H (1.35, 0.46, 0.91)  0.291
H (0.48, 1.92, 1.63)  0.207
H (-0.58, 1.09, -1.87)  0.485
H (1.59, -0.28, -1.77)  0.464
H (0.98, -2.50, -0.54)  0.487
H (-1.37, -2.12, -0.10)  0.388
H (-0.80, -1.69, 1.41)  0.300
H (-1.19, 0.43, 1.15)  0.485